Molecular formula: C4H10NO2
Method: DFT, wB97M-V/def2-TZVPD

Structure (XYZ):
```
17
Properties=species:S:1:pos:R:3:lowdin_charge:R:1
C -0.46829 1.02376 0.48818 -0.31
C -0.12141 -0.21202 -0.29944 -0.16
C 1.18056 -0.68936 -0.00635 0.12
O 0.58746 -1.09533 2.60658 -0.47
N 0.11363 2.40263 0.29881 -0.04
C -0.13649 2.19539 -0.98508 -0.07
O -0.46428 -2.36926 -2.05977 -0.54
H -0.45410 0.66548 1.53160 0.11
H -1.65857 1.09850 0.39416 0.15
H -0.61344 -0.24933 -1.25023 0.10
H 0.09349 -0.99625 0.57642 0.13
H 0.43445 -1.30685 3.49682 -0.18
H 1.68748 -0.24948 0.82221 0.07
H 1.54028 -1.75278 -0.23511 0.15
H -1.06142 2.41255 -1.55463 0.10
H 0.63745 1.86765 -1.66385 0.09
H -1.29681 -2.74532 -2.16032 -0.23
```

The max |F| comes out at 5.49 eV/Å. Its orbital gap is 5.61 eV. Its HOMO energy is -0.124 Ha. As for the charge: -1.


Molecular formula: C4H10NO2
Method: DFT, wB97M-V/def2-TZVPD

Structure (XYZ):
```
17
Properties=species:S:1:pos:R:3:lowdin_charge:R:1
C 0.40351 -0.59350 0.66678 -0.24
C -0.71910 -0.87025 -0.52922 -0.38
C 0.28369 -1.58534 -1.63304 -0.08
O -0.79834 0.42430 -1.02561 -0.32
N 0.89459 0.79438 0.67620 -0.09
C -0.07526 1.81158 1.41706 -0.41
O -1.35907 1.63981 1.05078 -0.25
H 1.19804 -1.28234 0.46416 0.04
H 0.22103 -1.09209 1.68621 0.11
H -1.72207 -1.17418 -0.27190 0.10
H 1.20706 -0.92551 -1.74004 0.08
H 0.62112 -2.50789 -1.17709 0.03
H -0.11878 -1.72456 -2.63088 0.04
H -1.31174 1.20022 -0.13983 0.10
H 0.89042 1.29509 -0.30673 0.12
H 0.26154 2.71710 0.92331 0.06
H 0.12334 1.87317 2.56985 0.10
```

The max |F| comes out at 5.63 eV/Å. Its orbital gap is 7.81 eV. Its HOMO energy is -0.128 Ha. As for the charge: -1.


Molecular formula: C4H10NO2
Method: DFT, wB97M-V/def2-TZVPD

Structure (XYZ):
```
17
Properties=species:S:1:pos:R:3:lowdin_charge:R:1
O 0.58441 -2.29481 -1.88135 0.09
C 0.68925 -1.87530 -0.74701 -0.15
C 0.36400 -0.43588 -0.55735 -0.30
C -0.48106 -0.13478 0.72820 -0.11
C -0.08701 0.78666 1.87906 -0.27
O 0.11356 2.16537 1.69514 -0.07
N -0.20327 0.21240 -1.72729 0.16
H 1.25134 -2.34870 -0.01436 0.13
H 1.40678 0.05841 -0.38169 0.21
H -0.87736 -1.08566 1.21535 0.15
H -1.39172 0.19040 0.15583 0.11
H 0.91539 0.39540 2.21181 0.14
H -0.74877 0.70455 2.73150 0.12
H -0.47093 2.52724 0.92755 0.14
H 0.22972 1.15598 -2.01990 0.21
H -0.05086 -0.48487 -2.63130 0.24
H -1.24347 0.46358 -1.58418 0.19
```

The max |F| comes out at 5.13 eV/Å. Its orbital gap is 10.10 eV. Its HOMO energy is -0.526 Ha. As for the charge: +1. Its structure (SMILES) is [NH3+][C@H](C=O)CCO.


Molecular formula: C4H10NO2P
Method: DFT, wB97M-V/def2-TZVPD

Structure (XYZ):
```
18
Properties=species:S:1:pos:R:3:lowdin_charge:R:1
C 0.73607 0.42599 -1.29478 -0.18
C -0.73763 0.71888 -1.04906 -0.21
C 1.34150 0.29938 0.09452 -0.20
C -1.04661 0.03335 0.23246 -0.48
N 0.17322 0.17592 0.99752 -0.09
O -0.20432 -2.58212 1.00504 -0.35
O -2.45360 -1.73564 1.49005 -0.31
P -1.40558 -1.82930 0.17927 0.85
H 0.80250 -0.57825 -1.71173 0.10
H 1.46306 1.04841 -1.89138 0.13
H -1.00279 1.78037 -0.94343 0.12
H -1.36927 0.18446 -1.80017 0.11
H 1.87544 -0.55835 0.21223 0.06
H 2.03668 1.16724 0.47177 0.15
H -1.93316 0.38542 0.83172 0.13
H 0.21232 -2.00658 1.73488 0.09
H 0.18607 0.72708 1.80972 0.09
H -2.28576 -2.58875 1.85724 0.01
```

The max |F| comes out at 3.98 eV/Å. Its orbital gap is 9.02 eV. Its HOMO energy is -0.299 Ha. As for the charge: 0. Its structure (SMILES) is OP(O)[C@@H]1CCCN1.


Molecular formula: C4H10NO2S
Method: DFT, wB97M-V/def2-TZVPD

Structure (XYZ):
```
18
Properties=species:S:1:pos:R:3:lowdin_charge:R:1
O -0.25405 -2.69568 1.95181 -0.06
C -0.19825 -1.57866 1.42759 -0.39
N 0.02520 -1.39732 0.10154 0.01
C -0.39080 -0.21727 -0.80467 -0.48
C -0.66048 0.94432 0.24117 -0.67
S -0.45484 2.51425 -0.78499 0.08
C -1.47267 -0.66910 -1.67175 -0.10
H -0.42526 -0.68635 2.05708 0.13
H 0.40986 -2.24044 -0.48719 0.18
H 0.52714 0.11259 -1.34602 0.09
H 0.10401 0.91635 0.95268 -0.01
H -1.63481 0.92459 0.58660 0.01
H -1.77027 -1.63721 -1.30071 0.07
H -2.27849 0.11470 -1.66827 0.08
H -1.17384 -0.67337 -2.76358 0.09
H 2.30615 0.03201 0.57660 0.02
H 3.31070 1.11044 0.05504 0.03
O 3.26143 0.28372 0.55229 -0.09
```

The max |F| comes out at 5.11 eV/Å. Its orbital gap is 6.63 eV. Its HOMO energy is -0.109 Ha. As for the charge: -1.


Molecular formula: C4H10NO2S
Method: DFT, wB97M-V/def2-TZVPD

Structure (XYZ):
```
18
Properties=species:S:1:pos:R:3:lowdin_charge:R:1
C -0.90867 -0.17105 -0.69697 -0.21
N -1.54685 -0.36241 0.59999 0.05
C -1.69538 0.59608 1.54897 -0.38
O -2.00716 0.37685 2.69886 0.02
C -0.08446 1.09057 -0.89415 -0.27
C 1.20997 1.03309 -0.04308 -0.63
S 2.64095 0.41366 -0.92983 0.66
H -0.22071 -0.98687 -0.90396 0.10
H -1.65649 -0.22607 -1.49115 0.12
H -1.60761 -1.30283 0.96149 0.14
H -1.51922 1.60957 1.18368 0.12
H 0.19633 0.99108 -1.93552 0.09
H -0.61008 2.01148 -0.66336 0.10
H 1.47767 2.07307 0.19660 0.07
H 1.09849 0.49447 0.90080 0.07
H 1.75110 -2.82482 -0.92207 0.04
H 1.99734 -2.04327 0.38044 0.00
O 1.48479 -2.77260 0.00927 -0.07
```

The max |F| comes out at 1.31 eV/Å. As for the multiplicity: 2. Its orbital gap (spin up / spin down) is 10.31 / 6.94 eV. Its HOMO energy (spin up / spin down) is -0.357 / -0.346 Ha. As for the charge: 0.


Molecular formula: C4H10NO2S
Method: DFT, wB97M-V/def2-TZVPD

Structure (XYZ):
```
18
Properties=species:S:1:pos:R:3:lowdin_charge:R:1
C -1.42975 1.75129 -2.15970 -0.14
C -1.23888 1.11499 -1.04513 -0.02
C 3.53876 -0.86056 0.94323 -0.03
C 2.07037 -0.87101 0.89763 -0.29
N -1.14137 0.42981 -0.03873 0.16
O -1.60096 1.34636 -3.44382 0.05
O 1.37739 0.04158 0.55045 0.02
S -3.51629 -0.52387 1.85342 0.61
H -1.37156 2.83909 -2.13272 0.15
H 4.06435 -1.83805 1.33404 0.14
H 3.78020 -0.58769 -0.03085 0.07
H 3.76650 -0.02196 1.57690 0.09
H 1.48319 -1.80916 1.33110 0.16
H -0.16109 0.13392 0.32923 0.09
H -2.09112 -0.04343 0.60604 0.04
H -3.78627 -1.38654 0.84969 -0.15
H -0.97212 1.78324 -4.03058 0.13
H -2.77134 -1.49802 2.60979 -0.08
```

The max |F| comes out at 4.35 eV/Å. Its orbital gap is 9.74 eV. Its HOMO energy is -0.488 Ha. As for the charge: +1.


Molecular formula: C4H10NO2S
Method: DFT, wB97M-V/def2-TZVPD

Structure (XYZ):
```
18
Properties=species:S:1:pos:R:3:lowdin_charge:R:1
O 2.55622 0.11418 -0.53995 0.24
C 1.61256 -0.38480 -0.03629 -0.50
O 1.19604 -1.66361 -0.24838 0.11
C 0.60184 0.30419 0.85269 -0.17
C -0.24472 1.25973 -0.05168 -0.12
C -0.81940 0.65328 -1.38300 -0.41
S -2.15515 -0.45176 -1.02072 1.21
N -0.13167 -0.70929 1.66799 0.25
H 1.81885 -2.14713 -0.82113 0.17
H 1.09112 1.00830 1.52581 0.19
H 0.49466 1.99142 -0.38131 0.15
H -1.01607 1.74156 0.54300 0.13
H -1.01530 1.36678 -2.18337 0.12
H -0.03027 0.00036 -1.79001 0.11
H -3.17582 0.01054 -1.78578 0.00
H 0.54140 -1.17346 2.30020 0.21
H -0.40388 -1.50878 1.10651 0.14
H -0.92040 -0.41152 2.24542 0.19
```

The max |F| comes out at 1.62 eV/Å. As for the multiplicity: 2. Its orbital gap (spin up / spin down) is 11.27 / 6.12 eV. Its HOMO energy (spin up / spin down) is -0.705 / -0.704 Ha. As for the charge: +2.